[1]
The following is a quantum chemistry calculation of a molecular structure, C21H32BF4HgN3OSi in a non-equilibrium geometry, from OMol25.

```
64
C21H32BF4HgN3OSi | OMol25 | wB97M-V/def2-TZVPD
Hg 0.18 2.50 1.61
C 5.04 1.67 0.94
N 4.60 1.86 -0.43
C 5.56 2.60 -1.23
C 3.26 2.30 -0.58
N 2.65 3.04 0.28
N 2.68 1.93 -1.75
C 3.12 0.75 -2.48
C 1.27 2.24 -1.97
H 5.92 1.03 0.94
H 4.26 1.17 1.52
H 5.30 2.61 1.45
H 5.87 3.53 -0.74
H 5.12 2.85 -2.19
H 6.45 1.99 -1.40
H 3.23 3.32 1.05
H 4.19 0.61 -2.38
H 2.88 0.89 -3.54
H 2.62 -0.15 -2.12
H 1.01 3.14 -1.41
H 0.62 1.43 -1.62
H 1.11 2.41 -3.03
C -2.61 0.16 2.49
C -1.99 -1.03 1.76
C -0.60 -1.36 2.33
C -2.90 -2.25 1.80
Si -1.66 -0.47 -0.06
O -0.69 0.80 -0.16
C -3.35 -0.09 -0.84
C -3.58 1.25 -1.19
C -4.74 1.65 -1.82
C -5.72 0.71 -2.14
C -5.52 -0.62 -1.80
C -4.36 -1.01 -1.15
C -0.83 -1.97 -0.89
C 0.57 -1.95 -0.96
C 1.28 -2.94 -1.63
C 0.61 -4.00 -2.22
C -0.78 -4.05 -2.16
C -1.49 -3.04 -1.51
H -2.59 -0.01 3.58
H -3.64 0.33 2.17
H -2.03 1.07 2.31
H -0.67 -1.60 3.40
H 0.07 -0.50 2.26
H -0.15 -2.21 1.82
H -3.01 -2.60 2.84
H -2.49 -3.08 1.22
H -3.90 -2.02 1.43
H -2.81 1.97 -0.95
H -4.89 2.69 -2.07
H -6.63 1.01 -2.65
H -6.28 -1.36 -2.03
H -4.25 -2.05 -0.88
H 1.09 -1.13 -0.49
H 2.36 -2.89 -1.68
H 1.16 -4.77 -2.74
H -1.32 -4.87 -2.62
H -2.57 -3.10 -1.50
F 1.52 -0.87 4.96
B 0.79 0.31 5.18
F 0.96 1.17 4.04
F 1.27 0.98 6.31
F -0.58 0.02 5.32
```

Properties
ΔE to the lowest compared entry with this formula, charge and spin = 127.9 kJ/mol
electronic energy = -1926.47341 hartree
multiplicity = 2
total charge = -1
HOMO (spin up / spin down) = -0.2062 / -0.2082 Eh
strongest force on any atom = 1.4 eV Å⁻¹

[2]
The following is a quantum chemistry calculation of 2 unconnected molecules or ions with the total composition C29H29N5O7 in a non-equilibrium geometry, from OMol25.

```
70
C29H29N5O7 | OMol25 | wB97M-V/def2-TZVPD
C -1.51 5.37 0.14
N -1.31 3.94 0.22
C -2.39 3.12 0.36
O -3.56 3.50 0.45
C -1.90 1.68 0.40
C -2.51 0.83 -0.71
C -4.01 0.69 -0.59
C -4.84 1.19 -1.59
C -6.23 1.15 -1.45
C -6.79 0.57 -0.30
C -5.96 0.01 0.69
C -4.57 0.07 0.54
N -0.45 1.85 0.26
C 0.35 0.76 0.28
C 1.74 0.78 0.13
C 2.61 -0.30 0.12
C 4.05 -0.11 0.01
C 4.63 1.18 -0.11
C 6.02 1.34 -0.24
N 6.55 2.65 -0.40
O 7.79 2.78 -0.54
O 5.77 3.63 -0.39
C 6.89 0.23 -0.23
C 6.34 -1.04 -0.09
C 4.96 -1.21 0.03
C -0.02 3.25 0.11
C 0.57 3.50 -1.30
C 0.90 3.70 1.25
H -2.59 5.55 0.22
H -1.01 5.90 0.96
H -1.15 5.78 -0.81
H -2.13 1.26 1.39
H -2.27 1.31 -1.67
H -2.03 -0.16 -0.69
H -4.37 1.64 -2.47
H -6.86 1.57 -2.24
H -7.87 0.56 -0.17
H -6.39 -0.46 1.57
H -3.90 -0.36 1.29
H -0.17 -0.19 0.44
H 2.18 1.77 0.02
H 2.24 -1.33 0.21
H 4.03 2.08 -0.12
H 7.95 0.41 -0.34
H 6.99 -1.91 -0.08
H 4.55 -2.21 0.15
H -0.18 3.21 -2.05
H 0.82 4.56 -1.42
H 1.47 2.91 -1.47
H 0.36 3.56 2.20
H 1.83 3.11 1.29
H 1.17 4.76 1.13
C 1.84 -4.23 -0.47
N 2.89 -4.21 0.42
O 4.09 -4.22 -0.02
O 2.66 -4.12 1.66
C 0.55 -4.71 -0.11
C 0.16 -4.92 1.25
C -1.14 -5.24 1.59
C -2.11 -5.41 0.58
N -3.48 -5.39 0.95
O -4.35 -5.41 0.06
O -3.75 -5.33 2.17
C -1.73 -5.38 -0.79
C -0.43 -5.04 -1.12
H 2.11 -4.08 -1.51
H 0.91 -4.81 2.03
H -1.44 -5.31 2.63
H -2.48 -5.60 -1.55
H -0.10 -5.02 -2.17
```

Properties
ΔE to the lowest compared entry with this formula, charge and spin = 351.4 kJ/mol
electronic energy = -1922.58549 hartree
total charge = 0
HOMO = -0.2449 Eh
strongest force on any atom = 3.6 eV Å⁻¹

[3]
The following is a quantum chemistry calculation of a molecular structure, C18H51N3O9 in a non-equilibrium geometry, from OMol25.

```
81
C18H51N3O9 | OMol25 | wB97M-V/def2-TZVPD
C 3.85 4.57 2.61
O 2.50 4.89 2.62
C 1.57 3.79 2.77
C 1.34 3.07 1.47
N 0.70 3.87 0.43
C 0.64 3.13 -0.86
C -0.05 3.94 -2.01
O -0.42 2.97 -2.93
C -1.16 3.42 -4.09
H 4.03 4.04 1.67
H 4.17 3.93 3.44
H 4.48 5.45 2.58
H 0.61 4.17 3.14
H 1.94 3.15 3.56
H 0.82 2.16 1.74
H 2.31 2.89 1.00
H 1.33 4.62 0.17
H 0.06 2.21 -0.74
H 1.59 2.69 -1.19
H 0.52 4.68 -2.56
H -0.96 4.44 -1.66
H -0.53 4.10 -4.66
H -2.06 3.86 -3.65
H -1.45 2.52 -4.63
C -7.64 0.59 1.15
O -6.54 1.30 0.47
C -5.38 0.45 0.38
C -4.22 1.04 -0.37
N -2.90 0.47 -0.20
C -1.72 1.29 -0.68
C -0.35 0.80 -0.25
O -0.26 1.11 1.16
C 0.48 0.15 1.91
H -8.24 -0.03 0.49
H -8.33 1.32 1.57
H -7.30 -0.12 1.91
H -5.48 -0.59 0.07
H -5.05 0.29 1.41
H -4.22 2.05 0.04
H -4.61 1.00 -1.38
H -2.74 0.47 0.80
H -1.70 2.33 -0.35
H -1.77 1.38 -1.76
H 0.39 1.11 -0.98
H -0.37 -0.28 -0.34
H 0.34 -0.91 1.69
H 0.09 0.24 2.93
H 1.52 0.41 2.11
C 0.32 -1.13 -1.17
O 1.21 -2.21 -0.83
C 1.75 -2.22 0.47
C 2.43 -3.63 0.69
N 1.50 -4.78 0.51
C 2.18 -6.10 0.32
C 1.19 -7.17 0.01
O 0.74 -7.02 -1.39
C 0.11 -8.15 -1.85
H 0.83 -0.18 -0.98
H -0.56 -1.19 -0.53
H -0.04 -1.20 -2.20
H 0.94 -2.18 1.19
H 2.34 -1.37 0.78
H 2.83 -3.59 1.70
H 3.22 -3.79 -0.04
H 1.00 -4.78 -0.37
H 2.72 -6.48 1.18
H 2.90 -6.07 -0.49
H 0.29 -7.02 0.61
H 1.64 -8.10 0.36
H 0.80 -8.76 -2.45
H -0.70 -7.60 -2.32
H -0.12 -8.88 -1.07
O 3.06 1.06 1.60
H 3.71 0.36 1.68
H 3.32 1.71 2.25
O 1.70 0.37 0.14
H 2.02 0.98 -0.53
H 2.31 0.46 0.87
O 1.26 1.31 -2.42
H 1.09 1.94 -3.12
H 2.14 0.99 -2.60
```

Properties
ΔE to the lowest compared entry with this formula, charge and spin = 1624.2 kJ/mol
electronic energy = -1557.10468 hartree
total charge = 0
HOMO = -0.2709 Eh
strongest force on any atom = 6.8 eV Å⁻¹

[4]
The following is a quantum chemistry calculation of CHN3O3S in the gas phase in a non-equilibrium geometry, from OMol25.

```
9
CHN3O3S | OMol25 | wB97M-V/def2-TZVPD
N 1.26 1.21 3.03
C 1.51 1.63 2.00
S 1.81 1.81 0.35
N 1.08 0.35 -0.07
O -0.31 0.38 -0.50
N 1.89 -0.47 -0.80
O 3.00 -0.38 -0.38
O 1.48 -1.16 -1.63
H -0.75 -0.07 0.22
```

Properties
SMILES = N#CSN(O)[N+](=O)[O-]
ΔE to the lowest compared entry with this formula, charge and spin = 704.1 kJ/mol
electronic energy = -826.64797 hartree
total charge = 0
HOMO = -0.3868 Eh
strongest force on any atom = 4.2 eV Å⁻¹

[5]
The following is a quantum chemistry calculation of C4H6N2 in the gas phase in a non-equilibrium geometry, from OMol25.

```
12
C4H6N2 | OMol25 | wB97M-V/def2-TZVPD
N -2.05 0.06 -0.25
C -0.61 0.11 0.04
C 0.23 1.37 0.14
C 1.46 0.67 -0.15
N 1.40 -0.78 -0.13
C -0.02 -1.06 -0.06
H -2.50 0.55 0.64
H -2.31 -0.88 -0.16
H -0.02 2.34 -0.48
H 2.60 1.07 -0.10
H 2.13 -1.41 0.25
H -0.30 -2.03 0.26
```

Properties
SMILES = Nc1cc[nH]c1
ΔE to the lowest compared entry with this formula, charge and spin = 281.5 kJ/mol
electronic energy = -265.42837 hartree
total charge = 0
HOMO = -0.2948 Eh
strongest force on any atom = 5.6 eV Å⁻¹

[6]
The following is a quantum chemistry calculation of 2 unconnected molecules or ions with the total composition C5H10O, from OMol25.

```
16
C5H10O | OMol25 | wB97M-V/def2-TZVPD
C 0.53 1.12 0.87
C 0.65 0.20 -0.09
C -0.47 -0.24 -0.98
C -0.47 0.59 -2.28
H -0.43 1.59 1.07
H 1.38 1.45 1.46
H 1.63 -0.25 -0.28
H -1.43 -0.11 -0.46
H -0.37 -1.31 -1.21
H -0.60 1.65 -2.04
H 0.48 0.48 -2.81
H -1.27 0.29 -2.95
C 0.10 -1.36 2.42
O -0.61 -2.16 1.86
H -0.31 -0.54 3.06
H 1.20 -1.38 2.36
```

Properties
SMILES = C=CCC.C=O
ΔE to the lowest compared entry with this formula, charge and spin = 166.4 kJ/mol
electronic energy = -271.68924 hartree
total charge = 0
HOMO = -0.3613 Eh
strongest force on any atom = 0.5 eV Å⁻¹